# 1
Formula: C39H36O9SSi
Source: OMol25
Level of theory: wB97M-V/def2-TZVPD

As for the net charge: 0. The LUMO energy is -0.0393 Ha. The calculation puts the energy at -78167.6938 eV. For the HOMO-LUMO gap, the calculation gives 8.69 eV. The calculation puts the highest occupied orbital energy at -9.76 eV. The value obtained for the maximum force is 1.5 eV Å⁻¹. The multiplicity is 1.

Cartesian coordinates (Å):
C -2.281 6.125 -2.012
C -2.754 5.212 -1.396
C -3.273 4.120 -0.582
C -4.799 4.104 -0.722
O -5.354 3.434 0.427
S -5.032 1.888 0.541
O -4.897 1.621 1.936
O -6.005 1.094 -0.161
C -3.398 1.559 -0.288
O -2.569 1.001 0.679
C -2.747 2.758 -1.039
C -1.214 2.635 -1.072
C -0.470 3.465 -0.028
O -1.037 3.377 1.269
Si -0.248 2.509 2.461
C 0.590 0.967 1.795
C -1.578 1.994 3.676
C 1.005 3.577 3.363
H -2.083 7.050 -2.495
H -3.060 4.301 0.470
H -5.118 3.602 -1.636
H -5.195 5.111 -0.691
H -3.616 0.812 -1.043
H -2.676 0.043 0.673
H -3.098 2.652 -2.066
H -0.878 2.994 -2.047
H -0.919 1.591 -1.026
H 0.581 3.159 -0.038
H -0.478 4.510 -0.333
H 1.644 1.114 1.559
H 0.095 0.590 0.903
H 0.532 0.210 2.577
H -1.978 1.017 3.422
H -1.212 1.992 4.701
H -2.400 2.707 3.604
H 0.596 3.903 4.316
H 1.321 4.443 2.783
H 1.883 2.971 3.592
O 3.888 0.329 3.621
C 4.886 -0.354 3.716
C 6.243 0.262 3.730
C 6.356 1.645 3.656
C 7.605 2.239 3.697
C 8.748 1.454 3.812
C 8.642 0.075 3.873
C 7.391 -0.526 3.829
C 7.301 -2.014 3.880
O 8.300 -2.700 3.916
C 5.942 -2.629 3.889
C 5.828 -4.011 3.971
C 4.576 -4.599 4.005
C 3.431 -3.810 3.957
C 3.539 -2.434 3.865
C 4.793 -1.838 3.828
H 5.460 2.244 3.572
H 7.692 3.316 3.643
H 9.723 1.921 3.853
H 9.524 -0.545 3.958
H 6.725 -4.613 4.011
H 4.489 -5.676 4.071
H 2.454 -4.273 3.990
H 2.657 -1.810 3.823
O -3.041 -0.770 -5.959
C -3.058 -1.890 -5.492
C -3.610 -2.146 -4.130
C -4.134 -1.083 -3.405
C -4.676 -1.302 -2.149
C -4.698 -2.586 -1.612
C -4.168 -3.647 -2.327
C -3.618 -3.431 -3.585
C -3.037 -4.585 -4.329
O -2.999 -5.692 -3.836
C -2.507 -4.333 -5.700
C -1.992 -5.398 -6.428
C -1.516 -5.190 -7.712
C -1.553 -3.919 -8.274
C -2.057 -2.852 -7.549
C -2.532 -3.054 -6.259
H -4.116 -0.091 -3.836
H -5.092 -0.476 -1.589
H -5.132 -2.754 -0.635
H -4.176 -4.648 -1.919
H -1.971 -6.382 -5.982
H -1.117 -6.021 -8.279
H -1.187 -3.761 -9.280
H -2.087 -1.859 -7.974



# 2
Formula: C4H7NOS2
Source: OMol25
Level of theory: wB97M-V/def2-TZVPD

As for the net charge: 0. The LUMO energy (spin up / spin down) is -0.0361 / -0.0428 Ha. The calculation puts the energy at -29465.7062 eV. For the HOMO-LUMO gap (spin up / spin down), the calculation gives 7.26 / 6.87 eV. The calculation puts the highest occupied orbital energy (spin up / spin down) at -8.24 / -8.03 eV. The value obtained for the maximum force is 3.3 eV Å⁻¹. The multiplicity is 1. The calculation puts the relative energy (zero: lowest compared OMol25 entry of this formula, charge and spin) at 4.0842 eV.

Cartesian coordinates (Å):
C -3.044 -0.469 -0.393
C -0.564 0.437 -1.614
C 2.135 2.034 0.077
C -2.446 0.484 0.416
N -3.348 -1.215 -1.230
O -3.076 0.835 1.581
S -0.828 0.959 0.128
S 1.555 0.343 0.661
H -0.909 1.185 -2.398
H -1.138 -0.453 -1.645
H 0.461 0.402 -1.770
H 3.055 1.911 0.574
H 1.402 2.701 0.529
H 2.166 2.074 -1.073
H -2.998 1.834 1.724



# 3
Formula: C3H8OS
Source: OMol25
Level of theory: wB97M-V/def2-TZVPD

As for the net charge: 0. The LUMO energy is 0.0319 Ha. The calculation puts the energy at -16121.9585 eV. For the HOMO-LUMO gap, the calculation gives 9.74 eV. The calculation puts the highest occupied orbital energy at -8.87 eV. The value obtained for the maximum force is 2.9 eV Å⁻¹. The multiplicity is 1. The calculation puts the relative energy (zero: lowest compared OMol25 entry of this formula, charge and spin) at 1.2789 eV.

Cartesian coordinates (Å):
C 0.725 -2.687 1.375
C 0.289 -1.413 0.678
O -0.146 -0.331 0.924
H -0.139 -3.400 1.281
H 1.532 -3.204 0.798
H 0.929 -2.595 2.453
H 0.725 -1.542 -0.261
C -0.218 2.653 -1.110
S -1.709 2.352 -2.119
H 0.417 1.839 -0.698
H -0.364 3.307 -0.259
H 0.467 3.178 -1.820
H -2.508 1.843 -1.241



# 4
Formula: C2H11N2O2
Source: OMol25
Level of theory: wB97M-V/def2-TZVPD

Its expectation value of S² is 0.75. As for the net charge: 0. The LUMO energy (spin up / spin down) is 0.0292 / 0.0283 Ha. The calculation puts the energy at -9325.2251 eV. For the HOMO-LUMO gap (spin up / spin down), the calculation gives 4.96 / 8.93 eV. The calculation puts the highest occupied orbital energy (spin up / spin down) at -4.16 / -8.16 eV. The value obtained for the maximum force is 3.2 eV Å⁻¹. The multiplicity is 2. The calculation puts the relative energy (zero: lowest compared OMol25 entry of this formula, charge and spin) at 0.7221 eV.

Cartesian coordinates (Å):
C 1.638 0.578 1.177
N -0.744 -1.759 -0.491
C 0.240 -0.806 -0.336
N 0.506 -0.239 0.866
H 1.576 1.153 2.094
H 2.559 0.027 1.399
H 1.870 1.237 0.331
H -1.068 -2.271 0.310
H -0.859 -2.239 -1.361
H 0.620 -0.459 -1.292
H -0.382 -0.016 1.320
H -0.358 -0.008 -4.244
H 0.813 0.882 -4.118
O 0.171 0.429 -3.565
H -2.335 1.408 3.093
H -1.177 2.162 2.652
O -1.521 1.260 2.588



# 5
Formula: C2HNO2S
Source: OMol25
Level of theory: wB97M-V/def2-TZVPD

As for the net charge: 0. The LUMO energy is 0.0090 Ha. The calculation puts the energy at -18507.1096 eV. For the HOMO-LUMO gap, the calculation gives 10.87 eV. The calculation puts the highest occupied orbital energy at -10.63 eV. The value obtained for the maximum force is 3.2 eV Å⁻¹. The multiplicity is 1. The calculation puts the relative energy (zero: lowest compared OMol25 entry of this formula, charge and spin) at 3.7090 eV.

Cartesian coordinates (Å):
C 0.013 0.314 0.468
C 3.018 -0.775 0.329
N 0.216 1.419 0.211
O 2.712 -1.050 1.412
O 0.728 2.625 0.002
S 3.301 -0.309 -1.117
H 0.317 2.987 -0.733



# 6
Formula: C9H15NSi
Source: OMol25
Level of theory: wB97M-V/def2-TZVPD

As for the net charge: 0. The LUMO energy is 0.0343 Ha. The calculation puts the energy at -18943.5939 eV. For the HOMO-LUMO gap, the calculation gives 10.17 eV. The calculation puts the highest occupied orbital energy at -9.24 eV. The value obtained for the maximum force is 5.5 eV Å⁻¹. The multiplicity is 1. The calculation puts the relative energy (zero: lowest compared OMol25 entry of this formula, charge and spin) at 1.3176 eV.

Cartesian coordinates (Å):
C 1.625 -1.268 -1.490
C 1.857 -0.525 -0.255
C 3.211 -1.059 0.308
Si 0.481 -0.448 0.875
N 0.944 0.791 2.031
C -1.189 0.233 0.200
C -2.306 -0.597 -0.148
C -3.448 0.018 -0.655
C -3.545 1.412 -0.696
C -2.500 2.113 -0.311
C -1.302 1.602 0.123
H 1.871 -2.308 -1.291
H 0.623 -1.227 -1.899
H 2.317 -0.754 -2.263
H 1.940 0.542 -0.544
H 3.214 -2.087 0.259
H 3.389 -0.772 1.297
H 3.978 -0.829 -0.341
H 0.504 -1.800 1.581
H 1.925 0.899 2.321
H 0.265 0.876 2.890
H -2.156 -1.653 -0.397
H -4.344 -0.564 -0.721
H -4.377 2.010 -0.990
H -2.563 3.236 -0.342
H -0.413 2.160 0.457



# 7
Formula: C20H31B2BrFN2O11PSi
Source: OMol25
Level of theory: wB97M-V/def2-TZVPD

As for the net charge: 0. The LUMO energy is -0.0524 Ha. The calculation puts the energy at -138026.1996 eV. For the HOMO-LUMO gap, the calculation gives 7.29 eV. The calculation puts the highest occupied orbital energy at -8.71 eV. The value obtained for the maximum force is 6.4 eV Å⁻¹. The multiplicity is 1. The calculation puts the relative energy (zero: lowest compared OMol25 entry of this formula, charge and spin) at 0.0000 eV.

Cartesian coordinates (Å):
C 3.769 -4.244 0.383
C 3.130 -2.940 1.131
Br 3.211 -1.299 -0.011
C 1.649 -3.251 1.702
C 0.530 -2.156 1.325
C -0.423 -2.463 0.142
P -0.356 -4.015 -0.928
O 0.824 -3.926 -1.934
O -0.262 -5.464 -0.043
O -1.772 -4.140 -1.917
C -1.545 -1.404 -0.207
C -1.644 -0.092 0.597
C -2.785 0.987 0.261
C -2.797 1.481 -1.269
O -3.315 0.394 -2.090
Si -3.381 0.817 -3.773
C -3.721 -0.833 -4.748
C -4.868 1.973 -4.177
C -1.705 1.484 -4.436
C -0.619 0.208 1.771
N -0.760 1.470 2.445
C 0.215 1.675 3.471
B 0.137 3.125 4.251
O 1.195 4.103 4.184
O -1.091 3.345 5.008
C 1.276 0.591 3.826
C 2.328 0.966 5.005
B 1.770 0.641 6.496
O 2.614 1.081 7.614
O 0.519 0.004 6.824
N 1.458 -0.685 3.216
C 0.473 -0.813 2.175
H 4.845 -4.420 0.719
H 3.689 -4.038 -0.741
H 3.183 -5.204 0.625
H 3.813 -2.751 2.042
H 1.734 -3.210 2.857
H 1.338 -4.321 1.450
H 0.387 -6.035 -0.535
H -2.510 -3.890 -1.306
H -2.262 -1.651 -1.073
H -3.830 0.539 0.467
H -2.724 1.932 0.912
H -3.584 2.330 -1.328
H -1.780 1.887 -1.612
H -4.225 -0.571 -5.750
H -2.685 -1.313 -4.891
H -4.393 -1.492 -4.086
H -5.665 1.920 -3.351
H -5.369 1.598 -5.142
H -4.491 3.037 -4.356
H -0.937 0.621 -4.376
H -1.313 2.389 -3.836
H -1.832 1.770 -5.544
H 1.012 4.617 3.356
H -0.887 3.774 5.869
H 3.245 0.270 4.847
H 2.751 2.035 4.881
H 2.731 2.049 7.423
H -0.111 0.756 6.985
O 1.371 3.237 -5.173
C 1.922 2.695 -4.260
O 1.474 1.555 -3.661
C 2.468 1.169 -2.725
C 3.171 2.461 -2.454
F 4.481 2.255 -2.180
O 3.072 3.148 -3.684
H 3.123 0.420 -3.178
H 2.018 0.744 -1.826
H 2.717 3.062 -1.660



# 8
Formula: Br2H2N2S
Source: OMol25
Level of theory: wB97M-V/def2-TZVPD

As for the net charge: 0. The LUMO energy (spin up / spin down) is -0.0868 / -0.0880 Ha. The calculation puts the energy at -153927.8069 eV. For the HOMO-LUMO gap (spin up / spin down), the calculation gives 6.48 / 6.38 eV. The calculation puts the highest occupied orbital energy (spin up / spin down) at -8.84 / -8.77 eV. The value obtained for the maximum force is 4.1 eV Å⁻¹. The multiplicity is 1. The calculation puts the relative energy (zero: lowest compared OMol25 entry of this formula, charge and spin) at 2.6126 eV.

Cartesian coordinates (Å):
N 1.094 0.968 -0.894
N -1.442 -0.409 0.257
S -0.470 -0.799 -0.814
Br 0.383 2.395 -0.026
Br -3.553 0.540 -0.011
H 1.296 0.955 -1.980
H -1.286 -0.416 1.215